## one
Below is the ion C4H6NS with charge +1, with properties calculated with wB97M-V/def2-TZVPD.

```
12
Properties=species:S:1:pos:R:3:mulliken_spin:R:1
C 1.2369 -1.2421 0.1200 0.2934
C -0.0616 -0.8394 0.0922 0.2966
C 2.0681 -0.1904 -0.1858 0.6371
C -1.8601 1.0811 -0.0188 -0.0209
N -0.2690 0.4482 -0.0754 0.4074
S 1.2233 1.2870 -0.2420 0.3320
H 1.4899 -2.2678 0.2255 0.0228
H -0.9012 -1.5308 -0.0405 0.0189
H 3.2164 -0.1855 -0.0746 0.0021
H -1.8094 1.4159 1.0037 0.0085
H -1.9885 1.9156 -0.6806 0.0015
H -2.3448 0.1083 -0.1235 0.0005
```

## Properties
Net charge: +1
2S+1: 3
HOMO energy (spin up / spin down) (eV): -11.153 / -14.954
E_LUMO (spin up / spin down) (Ha): -0.136 / -0.312

---

## two
Below is the ion C4H6NS with charge +1, with properties calculated with wB97M-V/def2-TZVPD.

```
12
Properties=species:S:1:pos:R:3:mulliken_spin:R:1
C -1.0219 0.1400 0.1381 0.5520
C -1.9486 -1.1579 -0.0644 -0.0740
C 1.3601 1.3257 0.0036 -0.0093
C 1.5101 -0.1516 -0.0110 0.0006
N 0.1902 0.4185 -0.0750 0.4305
S -2.6265 0.5719 0.0477 0.9534
H -1.9055 -1.6586 -1.0353 0.0456
H -2.2286 -1.8753 0.7222 0.0216
H 1.7469 1.7762 0.9555 0.0122
H 1.2519 2.0778 -0.9129 0.0167
H 1.8792 -0.9634 -0.8100 0.0261
H 1.7929 -0.5033 1.0416 0.0247
```

## Properties
Net charge: +1
2S+1: 3
HOMO energy (spin up / spin down) (eV): -11.037 / -15.432
E_LUMO (spin up / spin down) (Ha): -0.147 / -0.314

---

The relative energies come out as one 0.0; two 243.4, with values in kJ/mol.

---

## one
Below is a cluster of 2 separate species, C5H9ClN2 in total, with properties calculated with wB97M-V/def2-TZVPD.

```
17
Properties=species:S:1:pos:R:3:lowdin_charge:R:1
C -1.1225 -0.0331 0.6361 -0.2385
C 0.8879 0.8556 -0.1182 -0.2825
C -1.4159 0.6699 1.8877 -0.0626
C 1.2533 -1.0652 -1.7577 -0.1372
C 1.6951 -0.2882 -0.5363 -0.5412
N -1.4597 -1.0521 0.0567 0.1143
N 0.9708 2.0725 -0.0687 0.1167
Cl 3.5964 0.2821 -0.9446 0.3415
H -2.4554 0.4901 2.0511 0.0747
H -1.1019 1.7124 1.8677 0.0737
H -0.6761 0.1556 2.4919 0.0940
H 1.0001 -0.3751 -2.4567 0.0359
H 2.1210 -1.6951 -2.2389 0.1095
H 0.4657 -1.7688 -1.5340 0.0555
H 1.9275 -0.7947 0.4293 0.1010
H -2.4404 -1.3828 0.0741 0.0883
H 1.7455 2.5965 -0.4689 0.0571
```

## Properties
HOMO energy (eV): -7.716
E_LUMO (Ha): 0.010

---

## two
Below is a cluster of 2 separate species, C5H9ClN2 in total, with properties calculated with wB97M-V/def2-TZVPD.

```
17
Properties=species:S:1:pos:R:3:lowdin_charge:R:1
C -1.0903 0.1156 -1.1054 -0.1041
C 0.2249 0.8209 -0.8079 -0.3959
C 1.2311 0.1858 -1.7893 -0.0753
C 0.7810 0.7677 0.6092 -0.1440
C 0.5463 -0.1156 1.5563 -0.5301
Cl -0.3169 -1.6121 1.3333 0.6284
H -0.8402 -0.8549 -1.2607 0.0166
H -1.7767 0.3100 -0.3207 0.0665
H -1.5508 0.6203 -1.9242 0.0796
H 0.1491 1.8026 -1.0823 0.0940
H 2.1874 0.6052 -1.8397 0.0501
H 1.2559 -0.9200 -1.6079 0.0947
H 0.8665 0.2223 -2.8375 0.0877
H 1.4119 1.5009 1.0379 0.0933
H 1.0414 0.1371 2.4655 0.0576
N -2.2307 -2.1838 3.4403 -0.0299
N -1.8900 -1.4019 4.1331 0.0108
```

## Properties
HOMO energy (eV): -9.421
E_LUMO (Ha): 0.037
SMILES: CC(C)/C=C\Cl.N#N

---

The relative energies come out as one 341.6; two 0.0, with values in kJ/mol.

---

## one
Below is a cluster of 2 separate species, C6H13NP in total, with properties calculated with wB97M-V/def2-TZVPD.

```
21
Properties=species:S:1:pos:R:3:lowdin_charge:R:1
C 2.4115 1.0315 1.0151 0.0040
C -1.7749 -1.5604 1.4739 -0.0034
C 1.1198 0.8045 1.1792 -0.2849
C -1.6100 1.8566 -0.6551 -0.1385
C 1.3702 -2.2787 -1.1674 0.1290
C -0.6397 0.8325 -1.2317 -0.3483
N -1.1465 -0.5492 1.0851 -0.1811
P 0.1178 -0.2235 0.0783 1.0027
H 2.9551 1.6721 1.6902 0.0762
H 2.9852 0.6006 0.2092 0.0620
H -2.5839 -1.4120 2.1822 0.0939
H -1.5781 -2.5823 1.1558 0.0888
H 0.5494 1.2117 2.0056 0.0820
H -1.1191 2.5173 0.0560 0.0754
H -2.0040 2.4646 -1.4663 0.0846
H -2.4471 1.3682 -0.1620 0.0677
H 1.2724 -3.0339 -0.4099 0.0032
H 2.3447 -1.8520 -1.3097 0.0018
H 0.7375 -2.3556 -2.0323 0.0073
H 0.1862 1.3178 -1.7581 0.0916
H -1.1464 0.1705 -1.9380 0.0861
```

## Properties
Net charge: +1
HOMO energy (eV): -13.309
E_LUMO (Ha): -0.181

---

## two
Below is a cluster of 2 separate species, C6H13NP in total, with properties calculated with wB97M-V/def2-TZVPD.

```
21
Properties=species:S:1:pos:R:3:lowdin_charge:R:1
C 2.1529 -2.4148 0.4928 -0.6122
C -1.4640 1.8724 -1.0488 -0.0888
C -0.8569 1.1189 -0.2180 -0.1666
C 3.3748 -2.3099 1.3467 -0.1343
C -0.6293 3.0307 -1.5120 -0.0526
C -1.0890 -0.6930 1.6720 0.0283
N -1.2183 -0.1848 0.1687 -0.0031
P 0.8700 -2.6931 -0.3283 0.8476
H -2.3285 1.6409 -1.5677 0.1073
H 0.0788 1.3871 0.1534 0.1193
H 4.1358 -1.8932 0.7262 0.0786
H 3.4473 -3.1256 1.9149 0.0337
H 3.1533 -1.5114 2.0690 0.0871
H -1.2566 3.8689 -1.6866 0.0724
H 0.0085 2.7799 -2.3584 0.0960
H 0.0601 3.1955 -0.6373 0.1000
H -1.5978 0.0818 2.2471 0.0979
H -1.6712 -1.5892 1.7403 0.0831
H -0.0562 -0.7862 2.0284 0.0813
H -2.1784 -0.3644 -0.1624 0.1836
H -0.5586 -0.8287 -0.3758 0.0415
```

## Properties
Net charge: +1
HOMO energy (eV): -13.246
E_LUMO (Ha): -0.119

---

The relative energies come out as one 0.0; two 30.0, with values in kJ/mol.

---

## one
Below is a structure of composition CH3FN2O2, with properties calculated with wB97M-V/def2-TZVPD.

```
9
Properties=species:S:1:pos:R:3:lowdin_charge:R:1
C -1.1911 0.0144 -0.0923 -0.0603
N 0.0468 0.6633 -0.5671 -0.0015
N 1.5025 -0.4134 0.0565 -0.3237
O 1.1289 -1.4467 0.4275 0.1042
O 2.5075 0.0972 -0.2120 0.1474
F 0.3624 1.8191 0.1022 -0.0714
H -1.6857 0.4391 0.6906 0.0472
H -1.8403 -0.1799 -0.8341 0.0361
H -0.8312 -0.9930 0.4287 0.1219
```

## Properties
HOMO energy (spin up / spin down) (eV): -9.860 / -9.855
E_LUMO (spin up / spin down) (Ha): -0.007 / -0.007

---

## two
Below is a cluster of 2 separate species, CH3FN2O2 in total, with properties calculated with wB97M-V/def2-TZVPD.

```
9
Properties=species:S:1:pos:R:3:lowdin_charge:R:1
C 0.0750 0.2196 0.0847 -0.1126
N 1.0631 0.7273 -0.7933 0.0343
N 2.8728 -0.2609 0.1494 -0.2781
O 2.6003 -1.1125 0.8964 0.1180
O 3.8529 0.1830 -0.3026 0.1331
F 1.4292 2.0432 -0.4772 -0.0837
H -0.8667 0.4871 -0.2803 0.0825
H 0.1769 -0.7949 0.2282 0.0608
H 0.1936 0.5778 1.0058 0.0457
```

## Properties
HOMO energy (spin up / spin down) (eV): -10.278 / -9.884
E_LUMO (spin up / spin down) (Ha): -0.037 / -0.015

---

## three
Below is a cluster of 2 separate species, CH3FN2O2 in total, with properties calculated with wB97M-V/def2-TZVPD.

```
9
Properties=species:S:1:pos:R:3:lowdin_charge:R:1
N -2.3854 0.5903 -0.1662 0.2078
C -1.9049 -0.4571 0.2267 -0.3825
O -1.4862 -1.2391 0.9972 0.1352
H -3.0020 0.7044 -0.9043 0.0515
O 1.3350 -1.1795 -0.2305 -0.0231
N 1.0245 0.1105 -0.3806 -0.0954
F 1.6065 0.8510 0.6836 -0.1014
H 0.5055 -1.5364 0.1186 0.0670
H 1.6845 0.3962 -1.1474 0.1410
```

## Properties
HOMO energy (eV): -10.423
E_LUMO (Ha): 0.016
SMILES: N=C=O.ONF

---

The relative energies come out as one 347.9; two 369.2; three 0.0, with values in kJ/mol.

---

## one
Below is a cluster of 2 separate species, C3H10NO2 in total, with properties calculated with wB97M-V/def2-TZVPD.

```
16
Properties=species:S:1:pos:R:3:lowdin_charge:R:1
C -0.8545 0.2694 -0.6579 -0.4346
O -0.4602 1.2068 0.2644 -0.3661
C 0.1759 -0.9605 -0.6344 -0.4473
C 1.4200 -0.4712 -1.4307 -0.1046
N 0.3873 -1.3163 0.7737 -0.0012
H -0.8452 0.6874 -1.6788 0.0704
H -1.9120 -0.0595 -0.4677 0.0854
H -0.1609 -1.8621 -1.1334 0.0906
H 1.5620 0.5696 -1.1186 0.0618
H 2.2125 -1.1834 -1.1995 0.0557
H 1.1761 -0.3291 -2.4911 0.0582
H 1.2754 -0.8761 1.0375 0.0536
H -0.1915 -0.6606 1.3124 0.0399
H -1.1414 1.1412 1.9273 -0.0175
H -1.3061 2.3885 2.6418 -0.0016
O -1.3374 1.4558 2.8552 -0.1429
```

## Properties
Net charge: -1
HOMO energy (eV): -3.255
E_LUMO (Ha): 0.159

---

## two
Below is a cluster of 2 separate species, C3H10NO2 in total, with properties calculated with wB97M-V/def2-TZVPD.

```
16
Properties=species:S:1:pos:R:3:lowdin_charge:R:1
C -0.9791 -0.2694 0.0339 -0.3545
O -0.9698 0.6996 -0.9550 -0.1934
C 0.0903 -0.0211 1.1079 -0.4548
C 1.4820 -0.4080 0.5391 -0.0731
N 0.0358 1.3470 1.6747 0.0205
H -0.7658 -1.2409 -0.4467 0.1058
H -1.9493 -0.3449 0.5572 0.0923
H -0.0854 -0.7836 1.8613 0.1028
H 1.4004 -0.3282 -0.5597 0.0663
H 2.2815 0.2634 0.8608 0.0607
H 1.6048 -1.4900 0.6475 0.0656
H 0.3480 1.9278 0.9077 0.0567
H -0.9195 1.4896 1.9747 0.0508
H -0.5825 0.2569 -1.8907 -0.0424
H -0.8876 -0.6416 -3.4079 -0.1061
O -0.1038 -0.4567 -2.9049 -0.3973
```

## Properties
Net charge: -1
HOMO energy (eV): -3.763
E_LUMO (Ha): 0.157

---

The relative energies come out as one 8.2; two 0.0, with values in kJ/mol.

---

## one
Below is a cluster of 2 separate species, C3H10NO2 in total, with properties calculated with wB97M-V/def2-TZVPD.

```
16
Properties=species:S:1:pos:R:3:lowdin_charge:R:1
C 0.0303 -1.2188 0.3764 -0.3641
C 0.4966 -0.5848 -0.9385 -0.2248
C 0.1141 0.9311 -1.1035 -0.5718
O 0.7226 1.4580 -2.1812 -0.3943
N 0.0700 -2.6598 0.3687 -0.0572
H 0.4496 -0.7594 1.2887 0.0910
H -1.0467 -1.0010 0.5618 0.1048
H 0.0377 -1.2438 -1.7169 0.1018
H 1.5861 -0.6244 -0.9577 0.0911
H -1.0101 1.0018 -1.1178 0.0791
H 0.4731 1.4087 -0.1547 0.0668
H -0.6087 -3.0819 -0.2765 0.0600
H 0.9513 -3.0632 0.0868 0.0447
H -0.7740 1.1374 2.5595 0.0169
H -0.5580 2.6175 2.5513 0.0302
O -1.2404 1.9639 2.7399 -0.0743
```

## Properties
Net charge: -1
HOMO energy (eV): -2.172
E_LUMO (Ha): 0.140

---

## two
Below is a cluster of 2 separate species, C3H10NO2 in total, with properties calculated with wB97M-V/def2-TZVPD.

```
16
Properties=species:S:1:pos:R:3:lowdin_charge:R:1
C 0.9075 -0.0302 0.5659 -0.4782
O 0.1499 -0.3289 1.5951 -0.2880
C 0.1676 0.9054 -0.4715 -0.4045
C -0.6010 0.1877 -1.4906 -0.1275
N -0.8720 1.6837 0.4133 -0.0098
H 1.3059 -0.7289 -0.2228 0.0874
H 1.8951 0.5313 0.9511 0.1072
H 0.8825 1.6506 -0.8808 0.1147
H -0.9273 -0.7444 -1.2396 0.0370
H -1.3957 0.7244 -2.0127 0.0617
H 0.0583 0.0808 -2.4034 0.0781
H -1.0188 1.1092 1.2968 0.0633
H -0.6817 2.6413 0.4892 -0.0093
H -0.1175 -1.8230 1.5215 0.0197
H 0.3677 -2.9756 0.5714 -0.0910
O -0.1205 -2.8836 1.3172 -0.1609
```

## Properties
Net charge: -1
HOMO energy (eV): -3.663
E_LUMO (Ha): 0.159

---

The relative energies come out as one 8.7; two 0.0, with values in kJ/mol.